[1]
C25H21BrN4O8PbS | ωB97M-V/def2-TZVPD

Values from the calculation:
LUMO: 4.12 eV
M: 824.63 g mol⁻¹
Gap between HOMO and LUMO: 0.2677 Ha
Largest force on an atom: 2.77 eV Å⁻¹
HOMO: -0.11618 Eh
Energy relative to the best compared isomer or geometry (same formula, charge and spin): 0.783 eV

The geometry in ORCA input format:
```
! wB97M-V def2-TZVPD RIJCOSX def2/J DEFGRID3
* xyz -2 1
Pb 0.09400 0.89329 0.36899
O 0.67689 -1.84019 6.42611
C 0.58266 -1.19799 5.20759
C 1.72786 -0.98192 4.45533
C 1.57366 -0.50037 3.18772
N 0.35906 -0.17835 2.69846
C -0.69850 -0.37725 3.46810
C -0.65605 -0.89985 4.72722
C -2.04717 0.07803 2.89224
O -3.08182 -0.04169 3.58571
O -1.95836 0.58607 1.71276
C 2.75129 -0.10253 2.27932
O 3.84430 -0.32092 2.81439
O 2.48937 0.30193 1.13100
H 1.58413 -1.91315 6.67466
H 2.73765 -1.25130 4.77240
H -1.57615 -1.07188 5.20038
C 1.53723 -2.06227 -4.30893
C 0.43873 -3.12285 -4.05305
N -0.16044 -3.01886 -2.68985
C 0.21548 -4.01888 -1.68909
C 1.58440 -3.82951 -1.09883
C -0.86026 -1.86363 -2.38405
S -1.34135 -1.57353 -0.74098
N -1.14300 -1.07250 -3.41895
C -0.77461 0.19943 -3.47583
O -0.01457 0.87137 -2.70703
C -1.25821 0.85771 -4.76992
C -1.37853 2.25326 -4.78637
C -1.83200 2.86622 -5.95062
C -2.24131 2.11060 -7.05065
C -2.18506 0.69759 -7.00985
C -1.71411 0.08000 -5.83758
H 1.62523 -1.79935 -5.35699
H 2.51708 -2.50824 -4.01469
H 1.32464 -1.18345 -3.67735
H 0.80641 -4.13754 -4.19610
H -0.39409 -2.91026 -4.66163
H 0.07982 -5.02611 -2.13405
H -0.55290 -3.96849 -0.92189
H 2.34506 -4.07119 -1.83924
H 1.67548 -4.51292 -0.26869
H 1.74072 -2.82967 -0.73472
H -0.99626 2.73326 -3.91930
H -1.90130 3.95124 -6.04494
H -2.58323 2.71986 -7.93047
H -2.53726 0.04369 -7.75361
H -1.77968 -0.97920 -5.73219
Br 2.61534 5.12694 6.32907
C 1.19360 4.08137 5.56861
C 0.60969 3.06657 6.28838
C -0.40704 2.27933 5.66201
C -0.76445 2.65631 4.43279
C -0.04495 3.66278 3.74805
N 0.85822 4.40088 4.32823
C -0.42008 4.06061 2.26541
O -0.71789 5.22422 2.07103
O -0.19243 3.04875 1.50125
H 1.05536 2.79603 7.23273
H -0.83152 1.38682 6.13028
H -1.59876 2.13169 3.99726
*
```

---

[2]
C25H36F3N2O4PPtS2 | ωB97M-V/def2-TZVPD

Values from the calculation:
LUMO: -0.58 eV
M: 775.75 g mol⁻¹
Gap between HOMO and LUMO: 0.2531 Ha
Largest force on an atom: 1.05 eV Å⁻¹
HOMO: -0.27452 Eh
Energy relative to the best compared isomer or geometry (same formula, charge and spin): 0.000 eV

The geometry in ORCA input format:
```
! wB97M-V def2-TZVPD RIJCOSX def2/J DEFGRID3
* xyz 0 1
Pt -0.30649 -0.18354 -0.10884
C 2.79410 -1.47020 -0.30356
N 1.94502 -0.70408 0.65374
C 2.48158 0.67148 0.77160
C 1.58562 1.64644 1.51176
N 0.36104 1.94668 0.74538
C 0.64245 3.01615 -0.24061
C -0.76730 2.39941 1.54404
C -0.58496 3.27167 2.60187
C -1.67805 3.75232 3.31130
C -2.95664 3.36397 2.94768
C -3.14200 2.47681 1.89692
C -2.05175 1.98397 1.19150
S -2.33814 0.83170 -0.12317
C 1.92517 -1.37832 1.94847
C 3.06668 -2.03332 2.40892
C 3.08328 -2.64566 3.65007
C 1.95491 -2.57992 4.45668
C 0.82258 -1.92965 4.00748
C 0.78306 -1.34014 2.73982
S -0.67896 -0.56851 2.20250
H 3.84983 -1.25282 -0.10749
H 1.83971 -1.68164 -1.92868
H 2.58419 -2.52089 -0.12092
H 2.66023 1.01536 -0.24975
H 3.44772 0.64351 1.29068
H 2.16996 2.55882 1.67744
H 1.29619 1.24687 2.48248
H 0.93837 3.92760 0.28985
H -0.25114 3.21392 -0.82430
H 1.44066 2.71078 -0.90838
H 0.41538 3.57814 2.88195
H -1.52604 4.43050 4.14022
H -3.81413 3.72945 3.49719
H -4.13648 2.13843 1.63429
H 3.95993 -2.05894 1.80050
H 3.97224 -3.16280 3.98470
H 1.95740 -3.03815 5.43733
H -0.05940 -1.87548 4.63315
F -1.49864 0.24558 -2.72489
C -0.25624 0.26826 -2.15810
F 0.20152 1.51950 -2.42369
F 0.46697 -0.52120 -2.98574
C -3.60980 -2.50701 1.29133
C -2.50641 -3.54071 1.44395
C -2.92627 -4.89047 0.88563
C -2.10702 -3.68828 2.90402
O -1.26841 -3.14680 0.76528
P -0.88636 -2.39350 -0.55900
O 0.38364 -2.92398 -1.11087
O 2.53638 -1.09282 -1.60027
O -2.18083 -2.63278 -1.43655
C -2.56896 -2.95012 -2.82347
C -1.41622 -2.85650 -3.79997
C -3.07979 -4.38463 -2.79316
C -3.69956 -1.99602 -3.16935
H -4.48134 -2.85562 1.84864
H -3.89385 -2.37270 0.24930
H -3.30194 -1.54451 1.69693
H -3.74820 -5.28932 1.48209
H -2.09230 -5.59232 0.92655
H -3.25508 -4.79824 -0.14297
H -2.93186 -4.13322 3.46261
H -1.87319 -2.71625 3.33274
H -1.23189 -4.33275 2.99232
H -0.65695 -3.60807 -3.58463
H -0.95442 -1.88088 -3.78795
H -1.81250 -3.03020 -4.80164
H -2.31053 -5.05475 -2.40797
H -3.33481 -4.69567 -3.80706
H -3.97288 -4.47457 -2.17557
H -3.34899 -0.96940 -3.21224
H -4.48973 -2.06534 -2.42038
H -4.11670 -2.26521 -4.14072
*
```

---

[3]
C2H7OS2 | ωB97M-V/def2-TZVPD

Values from the calculation:
LUMO: 3.56 eV
M: 111.21 g mol⁻¹
Gap between HOMO and LUMO: 0.2197 Ha
Largest force on an atom: 6.34 eV Å⁻¹
HOMO: -0.08896 Eh
Energy relative to the best compared isomer or geometry (same formula, charge and spin): 3.244 eV

The geometry in ORCA input format:
```
! wB97M-V def2-TZVPD RIJCOSX def2/J DEFGRID3
* xyz -1 1
C -1.51220 1.41026 -1.53080
O -2.35759 2.17643 -2.07935
H -1.84689 0.52545 -0.98579
H 1.99892 -1.38821 -7.05463
H -0.80076 2.08983 -1.05703
C 1.06639 -2.44573 1.52438
S 0.48043 -1.03283 0.33914
S 0.56748 0.81613 1.41178
H 0.92570 -2.28984 2.56223
H 1.95982 -2.71330 0.97059
H 0.40913 -3.26916 1.05946
H 2.12311 -0.68627 -6.83623
*
```

---

[4]
C23H48IrNOP3Se | ωB97M-V/def2-TZVPD

Values from the calculation:
LUMO (alpha / beta): -12.57 / -16.97 eV
M: 718.74 g mol⁻¹
Expectation value of S²: 8.785
Gap between HOMO and LUMO (alpha / beta): 0.1439 / 0.0800 Ha
Largest force on an atom: 2.85 eV Å⁻¹
HOMO (alpha / beta): -0.60568 / -0.70365 Eh
Energy relative to the best compared isomer or geometry (same formula, charge and spin): 0.931 eV

The geometry in ORCA input format:
```
! wB97M-V def2-TZVPD RIJCOSX def2/J DEFGRID3
* xyz 4 6
Ir -0.62731 -0.47286 -0.17334
P -2.00094 -0.77674 1.72890
P 0.44726 -2.51042 -0.54832
P -2.31793 -0.74432 -1.63308
H 0.54776 1.98075 -0.77758
C -0.52356 1.74412 -0.78483
C -1.28049 1.75037 0.39271
H -0.80604 2.03184 1.33570
C -1.41032 0.04599 3.23812
C -2.08848 -2.53198 2.15494
C -3.72765 -0.19266 1.67253
C 1.67584 -2.49696 -1.92221
C 1.50140 -3.08754 0.82146
C -0.57738 -3.97480 -0.97532
C -3.45056 0.65872 -1.86467
C -3.47447 -2.13432 -1.32665
C -1.73753 -1.09644 -3.34466
H -0.98117 1.86063 -1.77074
H -2.36420 1.88347 0.34362
H -1.38999 1.13032 3.09860
H -0.40185 -0.28948 3.50645
H -2.09460 -0.18884 4.06211
H -1.08960 -2.97911 2.20026
H -2.69060 -3.08089 1.42344
H -2.55908 -2.62823 3.14090
H -3.77840 0.85958 1.38228
H -4.13692 -0.28228 2.68630
H -4.35499 -0.77891 0.99904
H 2.21786 -3.45534 -1.93343
H 2.38216 -1.67172 -1.75831
H 1.18402 -2.34129 -2.89252
H 2.09513 -3.94381 0.46706
H 0.90019 -3.40397 1.68584
H 2.18971 -2.27929 1.11291
H 0.08844 -4.84998 -1.03299
H -1.05994 -3.84093 -1.95413
H -1.33606 -4.15937 -0.20233
H -4.11388 0.41546 -2.70805
H -2.91308 1.58191 -2.10032
H -4.06885 0.82041 -0.97253
H -4.18003 -2.18602 -2.16867
H -4.04865 -1.98558 -0.40706
H -2.94793 -3.09194 -1.26219
H -2.57653 -0.97573 -4.04265
H -1.35313 -2.12148 -3.42123
H -0.93063 -0.40156 -3.62159
C 1.41505 2.28872 -4.47624
C 0.81128 3.45065 -3.92415
C 0.79601 4.63779 -4.63603
C 1.32411 4.70519 -5.94149
C 1.84192 3.53245 -6.52976
C 1.85801 2.33162 -5.83001
Se 1.69296 0.87640 -3.37470
H -0.15540 -0.85337 -1.62250
H 0.41949 3.39147 -2.90273
H 0.36961 5.53050 -4.17120
H 1.32691 5.64914 -6.47998
H 2.23298 3.56853 -7.55090
H 2.25507 1.41731 -6.27495
O 1.33132 0.37657 0.99317
C 1.94914 0.40462 2.09199
C 2.87521 1.53628 2.45136
C 2.46545 2.24583 3.74616
C 3.00220 1.57134 5.00995
C 2.40021 0.19147 5.27484
C 2.66659 -0.81442 4.15907
N 1.78566 -0.58833 3.00218
H 3.89989 1.13652 2.53681
H 2.84967 2.24136 1.61317
H 2.86157 3.26868 3.70965
H 1.36971 2.33603 3.81186
H 4.09736 1.48706 4.92638
H 2.77583 2.21416 5.87139
H 2.85661 -0.21489 6.18561
H 1.31720 0.26655 5.45781
H 3.72202 -0.75376 3.84279
H 2.46093 -1.83144 4.52162
H 1.28840 -1.40880 2.65504
*
```

---

[5]
C55H47MgN8PS | ωB97M-V/def2-TZVPD

Values from the calculation:
LUMO: -4.64 eV
M: 907.38 g mol⁻¹
Gap between HOMO and LUMO: 0.2684 Ha
Largest force on an atom: 0.68 eV Å⁻¹
HOMO: -0.43884 Eh
Energy relative to the best compared isomer or geometry (same formula, charge and spin): 4.423 eV

The geometry in ORCA input format:
```
! wB97M-V def2-TZVPD RIJCOSX def2/J DEFGRID3
* xyz 2 1
Mg 0.34986 -0.51940 0.09412
C -3.12915 -1.16968 -4.01832
N -2.36376 -1.56062 -2.83648
C -1.65104 -0.73671 -2.02835
N -1.10997 -1.44087 -1.03936
C -1.49457 -2.74222 -1.20338
C -2.26923 -2.84092 -2.33642
C -2.94967 -4.00590 -2.93051
C -3.84906 -4.73950 -2.15913
C -4.47399 -5.85473 -2.69495
C -4.20431 -6.24495 -4.00030
C -3.30905 -5.51794 -4.77262
C -2.68152 -4.40129 -4.23982
C -1.12526 -3.76132 -0.20793
C -0.83658 -5.07674 -0.56604
C -0.46682 -5.99607 0.40473
C -0.38313 -5.61451 1.73834
C -0.68020 -4.30938 2.10379
C -1.05418 -3.38956 1.13527
P -1.79580 1.09117 -2.06226
C -0.02305 1.56574 -2.07465
N 0.78955 1.07754 -1.16257
C 1.99526 1.72652 -1.28487
C 1.91808 2.61528 -2.31674
N 0.61739 2.50920 -2.80151
C 0.05678 3.28383 -3.90737
C 2.92483 3.55031 -2.84924
C 3.44986 4.53770 -2.01782
C 4.39858 5.42501 -2.50762
C 4.82288 5.33064 -3.82572
C 4.31354 4.33759 -4.65307
C 3.36699 3.44802 -4.16786
C 3.01929 1.22462 -0.30108
C 4.54219 1.32728 -0.56270
C 5.37886 2.13377 0.35546
C 4.88674 2.58617 1.50473
C 3.48279 2.36653 1.87669
C 2.62814 1.75383 1.06708
C -2.03053 1.29441 -0.25039
N -1.26194 0.80545 0.71899
C -1.78756 1.24068 1.91024
C -2.91609 1.98765 1.65206
N -3.04900 2.00837 0.28351
C -4.12459 2.68596 -0.43749
C -3.90277 2.63276 2.53847
C -4.68231 1.85029 3.38746
C -5.62114 2.44581 4.21537
C -5.78933 3.82426 4.19943
C -5.01175 4.60903 3.35838
C -4.07077 4.01575 2.52977
C -1.12648 0.98171 3.20547
C -0.28120 -0.11393 3.38590
C 0.35644 -0.33525 4.59675
C 0.15733 0.53677 5.65601
C -0.67453 1.63400 5.48979
C -1.30762 1.85698 4.27741
H -3.59352 -0.20119 -3.85231
H -3.90171 -1.91111 -4.19567
H -2.48547 -1.11123 -4.89386
H -4.05358 -4.43355 -1.14019
H -5.17644 -6.41778 -2.09462
H -4.69035 -7.11799 -4.41527
H -3.09337 -5.82349 -5.78797
H -1.96824 -3.84470 -4.83743
H -0.89184 -5.37907 -1.60500
H -0.24003 -7.01457 0.11879
H -0.09916 -6.33753 2.49139
H -0.64591 -4.01541 3.14538
H -1.34655 -2.38505 1.42759
H 0.58761 4.22858 -3.97964
H -0.99553 3.47886 -3.71766
H 0.16210 2.74719 -4.84807
H 3.11255 4.60622 -0.98980
H 4.79776 6.19606 -1.86191
H 5.54978 6.03355 -4.21106
H 4.65767 4.25376 -5.67560
H 2.97921 2.66394 -4.80821
H 4.79034 1.49870 -1.61202
H 6.41102 2.30501 0.07482
H 5.51607 3.15287 2.17862
H 3.13902 2.74872 2.82964
H 1.58592 1.65671 1.35150
H -5.05540 2.55370 0.10697
H -4.22488 2.25614 -1.42927
H -3.91898 3.75058 -0.52704
H -4.54499 0.77552 3.40050
H -6.22439 1.83304 4.87219
H -6.52467 4.28743 4.84372
H -5.13323 5.68419 3.35145
H -3.44860 4.63264 1.89107
H -0.13352 -0.83514 2.58853
H 1.00626 -1.19063 4.72002
H 0.64685 0.36032 6.60447
H -0.82701 2.32671 6.30700
H -1.93501 2.72949 4.16037
N 1.70873 -2.97132 -1.52165
H 2.68994 -3.10932 -1.29744
H 1.58434 -3.31780 -2.46818
H 1.20625 -3.61449 -0.91750
S 4.79386 -0.54875 -0.36723
C 2.89929 -0.32285 -0.39952
N 2.30238 -0.99861 0.68383
C 3.23979 -1.33853 1.60577
C 2.98973 -1.99679 2.81997
C 4.03776 -2.36004 3.63739
C 5.37397 -2.09958 3.30259
C 5.65945 -1.46975 2.11226
C 4.60142 -1.08071 1.28922
H 2.50916 -0.65802 -1.36244
H 1.96667 -2.22970 3.08660
H 3.82397 -2.87788 4.56438
H 6.17335 -2.40705 3.96085
H 6.68269 -1.26944 1.82106
*
```